(1)
96
Properties=species:S:1:pos:R:3:mulliken_charge:R:1 method="wB97M-V/def2-TZVPD" total_charge=+1 spin_multiplicity=1 e_homo_ev=-11.2 lumo_ev=-4.2 e_tot_ev=-117820.60525
C 5.241 -0.484 2.240 -1.67
C 4.956 -0.465 0.734 1.02
C 6.038 -0.562 -0.132 -0.73
C 5.799 -0.508 -1.510 -0.89
C 4.497 -0.385 -1.946 -1.26
C 3.399 -0.283 -1.100 -0.32
C 3.633 -0.323 0.276 1.86
C 2.563 -0.186 1.348 -2.34
N 1.196 -0.070 0.797 0.35
C 0.793 1.288 0.386 -0.29
O 0.583 1.345 -1.026 -0.16
O -0.616 2.068 -1.199 -0.43
C 0.406 -1.102 0.669 -1.78
N -0.882 -0.842 0.163 0.95
C -1.870 -0.413 1.171 -0.89
C -3.210 0.099 0.526 -0.88
S -3.887 1.466 1.514 -0.23
C -5.234 0.669 2.339 0.51
N -5.318 -0.533 2.761 -0.02
N -6.581 -0.669 3.304 -0.77
C -7.147 0.472 3.192 0.09
O -6.349 1.398 2.588 -0.27
C -1.369 -1.760 -0.858 -0.64
C -1.962 -3.102 -0.388 -0.07
O -2.470 -3.342 0.659 -0.37
I -1.908 -4.714 -1.870 0.09
N 0.973 -2.331 1.040 0.91
C 0.249 -3.050 2.131 0.01
C 0.047 -4.569 1.999 -1.12
C 1.325 -5.420 2.380 -0.45
S 1.086 -6.242 4.003 -0.21
P 1.650 -3.273 -0.260 0.52
N 3.043 -3.847 0.163 -0.81
H 5.102 -1.507 2.631 0.34
H 6.278 -0.202 2.454 0.46
H 4.571 0.174 2.808 0.33
H 7.029 -0.654 0.310 0.45
H 6.655 -0.563 -2.182 0.49
H 4.343 -0.326 -3.027 0.57
H 2.383 -0.154 -1.475 0.43
H 2.756 0.771 1.864 0.72
H 2.638 -0.947 2.133 0.43
H -0.091 1.652 0.916 0.30
H 1.600 2.006 0.591 0.52
H -1.290 1.435 -1.495 0.34
H -1.517 0.428 1.787 0.79
H -2.175 -1.186 1.891 0.18
H -3.089 0.350 -0.535 0.51
H -3.923 -0.734 0.623 0.47
H -8.158 0.691 3.517 0.47
H -0.526 -1.999 -1.527 0.60
H -2.117 -1.300 -1.523 0.68
H -0.738 -2.604 2.320 -0.09
H 0.813 -2.888 3.068 0.34
H -0.405 -4.897 1.053 -0.05
H -0.698 -4.838 2.763 0.73
H 1.594 -6.129 1.593 0.43
H 2.134 -4.693 2.518 0.28
H 0.292 -5.345 4.640 0.12
H 0.848 -4.359 -0.647 0.06
H 1.864 -2.373 -1.336 0.03
H 3.773 -3.469 -0.438 0.25
C 4.957 0.660 -9.489 -0.73
O 5.587 0.584 -8.195 -0.29
P 5.687 -0.952 -7.495 1.07
O 6.012 -0.432 -6.119 -0.64
O 7.018 -1.291 -8.352 -0.34
C 8.114 -0.383 -8.308 -0.63
O 5.608 -2.568 -7.072 -0.29
C 4.488 -2.951 -6.266 -0.63
H 5.001 1.693 -9.828 0.24
H 5.482 0.027 -10.210 0.34
H 3.913 0.354 -9.423 0.30
H 8.098 0.236 -7.411 0.33
H 8.099 0.255 -9.193 0.23
H 9.031 -0.970 -8.316 0.25
H 3.556 -2.558 -6.674 0.33
H 4.625 -2.595 -5.245 0.20
H 4.433 -4.038 -6.261 0.27
C -7.098 4.236 3.129 -0.44
O -7.397 4.303 4.536 -0.20
P -7.349 5.832 5.245 1.02
O -7.292 5.388 6.669 -0.67
O -8.843 6.208 4.753 -0.34
C -9.922 5.363 5.138 -0.65
O -7.021 7.448 5.421 -0.29
C -5.680 7.775 5.818 -0.68
H -7.205 3.200 2.813 0.10
H -7.789 4.862 2.557 0.35
H -6.071 4.559 2.944 0.26
H -9.690 4.784 6.032 0.35
H -10.170 4.687 4.318 0.22
H -10.783 5.996 5.342 0.25
H -4.948 7.241 5.212 0.31
H -5.534 7.535 6.871 0.31
H -5.537 8.844 5.673 0.24

=====

(2)
82
Properties=species:S:1:pos:R:3:mulliken_spin:R:1 method="wB97M-V/def2-TZVPD" total_charge=+3 spin_multiplicity=6 e_homo_ev="-16.3 / -16.2" lumo_ev="-7.8 / -11.3" e_tot_ev=-80846.89358
Ir -0.584 0.133 0.853 2.51
C 1.029 1.426 0.050 0.18
C 1.704 0.815 1.184 0.07
C 2.256 -0.445 0.694 0.43
C 1.910 -0.530 -0.679 0.33
C 1.259 0.640 -1.121 0.20
C 1.120 1.073 -2.545 0.10
C 2.532 0.997 -3.175 0.07
C 0.601 2.509 -2.636 0.02
C 0.179 0.141 -3.327 0.03
C 3.128 -1.504 1.320 0.05
C 2.387 -2.242 2.448 0.07
C 4.450 -0.922 1.858 0.03
C 3.520 -2.571 0.283 0.01
C 1.970 1.698 2.383 0.02
C 3.273 2.462 2.050 0.05
C 2.131 1.010 3.740 0.01
C 0.824 2.719 2.535 0.04
H 0.769 2.471 0.012 -0.02
H 2.199 -1.326 -1.337 -0.01
H 3.265 1.518 -2.564 0.00
H 2.510 1.467 -4.154 0.00
H 2.855 -0.032 -3.299 0.00
H 1.244 3.199 -2.097 0.00
H -0.407 2.577 -2.228 -0.01
H 0.577 2.825 -3.675 0.00
H 0.547 -0.880 -3.339 0.00
H 0.102 0.489 -4.354 0.00
H -0.813 0.152 -2.877 0.00
H 2.104 -1.582 3.259 0.00
H 3.045 -3.009 2.847 0.00
H 1.489 -2.719 2.059 0.00
H 4.337 -0.368 2.783 0.00
H 4.908 -0.281 1.110 0.00
H 5.133 -1.740 2.070 0.00
H 2.647 -3.055 -0.148 -0.01
H 4.107 -3.342 0.773 0.00
H 4.134 -2.144 -0.504 0.00
H 4.136 1.808 2.109 -0.01
H 3.401 3.266 2.771 0.00
H 3.237 2.896 1.054 0.00
H 2.948 0.300 3.760 0.00
H 1.214 0.500 4.032 0.00
H 2.352 1.769 4.487 0.00
H 0.867 3.506 1.789 0.00
H 0.896 3.199 3.507 0.00
H -0.153 2.217 2.473 -0.02
N -2.791 0.580 1.728 0.13
N -3.132 -0.079 2.922 0.00
C -2.267 -0.837 3.616 -0.02
N -2.665 -1.407 4.741 0.02
S -0.666 -1.080 3.096 0.34
H -2.931 1.589 1.831 -0.01
H -3.384 0.260 0.958 0.00
H -4.097 -0.016 3.239 0.00
H -3.588 -1.282 5.133 0.00
H -2.018 -1.985 5.257 0.00
S -2.768 1.402 -1.539 0.13
C -3.670 2.672 -2.157 0.01
N -3.853 2.902 -3.442 0.01
C -4.668 4.038 -3.829 0.00
C -5.371 4.547 -2.567 0.00
S -4.523 3.794 -1.141 0.01
H -3.390 2.349 -4.152 0.00
H -5.395 3.726 -4.583 0.00
H -4.028 4.814 -4.266 0.00
H -6.418 4.247 -2.513 0.00
H -5.309 5.627 -2.457 0.00
O -1.328 -1.712 -0.137 0.19
S -0.577 -2.612 -1.114 0.04
C -1.904 -3.246 -2.207 0.01
C -2.441 -4.491 -1.525 0.00
C -1.223 -5.233 -0.986 0.00
C -0.416 -4.207 -0.209 0.00
H -1.433 -3.481 -3.160 0.00
H -2.634 -2.454 -2.347 0.00
H -3.009 -5.103 -2.222 0.00
H -3.105 -4.220 -0.703 0.00
H -0.636 -5.644 -1.807 0.00
H -1.513 -6.062 -0.343 0.00
H 0.640 -4.457 -0.134 0.00
H -0.827 -4.032 0.785 0.00

=====

(3)
107
Properties=species:S:1:pos:R:3:mulliken_charge:R:1 method="wB97M-V/def2-TZVPD" total_charge=+1 spin_multiplicity=1 e_homo_ev=-9.1 lumo_ev=-7.7 e_tot_ev=-182613.09274
C -5.954 -0.845 -5.654 -0.68
O -5.185 -0.467 -4.464 -0.41
C -4.298 -1.557 -4.085 -0.76
C -3.072 -1.737 -5.189 -0.35
C -1.689 -1.734 -4.334 -1.15
C -0.374 -1.343 -5.162 -0.52
C -0.577 -0.145 -6.207 -1.18
C -1.363 1.123 -5.617 -0.21
C -0.408 2.397 -5.301 -0.75
C -0.364 2.499 -3.676 -0.21
C 0.461 3.768 -3.152 -0.72
C 0.329 3.995 -1.548 -0.67
C 0.603 2.565 -0.816 -0.28
C 0.733 2.770 0.794 -0.76
N 1.263 1.554 1.477 1.13
O 2.380 1.009 0.909 -0.31
C 0.733 0.997 2.573 -1.96
N -0.448 1.638 3.201 0.71
C -1.170 0.675 4.091 0.98
C -2.711 1.179 4.274 -0.65
C -3.671 -0.087 4.025 -0.45
O -3.935 -0.147 2.609 -0.47
C 0.181 2.700 4.095 -0.25
C -0.788 3.932 4.389 -0.83
O -1.205 4.496 3.117 -0.26
C -2.612 4.719 3.199 0.22
O -3.295 4.570 2.180 -0.46
N 1.239 -0.184 3.244 1.13
C 1.252 -1.411 2.424 -0.73
C -0.144 -1.772 1.719 -0.43
C 0.035 -2.184 0.169 0.46
F -1.288 -2.107 -0.392 -0.33
F 0.797 -1.236 -0.566 -0.19
F 0.481 -3.504 -0.007 -0.29
C 2.429 0.047 4.088 -1.14
S 3.966 -0.862 3.626 1.13
O 3.939 -2.369 3.996 -0.71
O 4.396 -0.594 2.207 -0.50
H -5.844 -1.969 -5.779 0.31
H -5.543 -0.290 -6.569 0.23
H -7.036 -0.499 -5.514 0.25
H -3.872 -1.250 -3.039 0.41
H -4.899 -2.536 -3.919 0.47
H -3.192 -0.870 -5.912 0.28
H -3.266 -2.723 -5.726 0.38
H -1.536 -2.836 -3.944 0.73
H -1.726 -1.070 -3.378 0.55
H -0.065 -2.276 -5.759 0.45
H 0.515 -1.170 -4.351 0.15
H 0.465 0.186 -6.538 0.63
H -1.150 -0.531 -7.117 0.30
H -2.115 1.483 -6.406 0.37
H -1.962 0.917 -4.671 0.18
H 0.653 2.141 -5.633 0.23
H -0.794 3.365 -5.782 0.37
H 0.059 1.504 -3.319 0.04
H -1.456 2.663 -3.349 0.27
H 1.574 3.708 -3.383 0.30
H 0.044 4.699 -3.685 0.33
H -0.687 4.435 -1.259 0.32
H 1.167 4.697 -1.208 0.34
H 1.520 2.081 -1.279 0.40
H -0.364 1.963 -0.991 0.22
H -0.293 3.106 1.139 -0.02
H 1.498 3.610 0.924 0.26
H 3.154 1.525 1.258 0.31
H -1.256 -0.384 3.692 -0.18
H -0.752 0.595 5.167 -0.27
H -2.884 1.691 5.277 0.22
H -2.892 1.889 3.388 0.09
H -3.198 -1.095 4.384 0.57
H -4.687 0.137 4.525 0.31
H -4.056 -1.091 2.321 0.67
H 0.656 2.246 5.039 0.13
H 1.071 3.134 3.499 0.42
H -1.648 3.636 5.074 0.27
H -0.165 4.724 4.946 0.33
H -3.054 5.045 4.196 0.36
H 2.047 -1.426 1.586 0.53
H 1.496 -2.289 3.132 0.55
H -0.598 -2.710 2.210 0.50
H -0.918 -0.940 1.717 -0.13
H 2.172 -0.219 5.189 0.39
H 2.651 1.183 4.080 0.48
H 5.004 -0.318 4.458 0.32
F -3.496 -2.582 4.513 -0.48
F 8.867 -2.221 1.634 -0.44
Al 7.666 -2.420 2.925 0.77
F 6.145 -1.716 2.417 -0.45
F 8.236 -1.607 4.398 -0.48
F 7.434 -4.140 3.256 -0.48
K 5.475 -2.331 5.171 0.96
F 2.208 -1.820 5.512 -0.79
C 7.274 -3.760 -1.284 0.73
Cl 6.872 -5.478 -1.304 -0.09
Cl 8.465 -3.385 -2.548 -0.33
Cl 5.822 -2.777 -1.492 -0.03
H 7.715 -3.521 -0.315 -0.31
Cs 10.291 -2.286 -1.560 1.01
Be -0.655 1.420 6.921 0.13
Cl 1.922 -0.418 -4.670 -0.35
B -4.452 -3.539 0.864 0.13
F -5.854 -3.455 0.621 -0.38
F -4.049 -2.476 1.740 -0.35
F -4.140 -4.795 1.457 -0.38
F -3.745 -3.413 -0.382 -0.20
K -2.504 -3.504 -2.801 1.05